Below is a molecular structure, C41H46AsBBe2F6N6O17 in a non-equilibrium geometry, with properties calculated with wB97M-V/def2-TZVPD.

As for the total energy: -6086.16350 Ha. The gap between HOMO and LUMO is 1.09 eV. The calculation puts the lowest unoccupied orbital energy at -10.4615 eV. As for the HOMO energy: -11.55 eV.

Structure (ORCA input):
```
! RIJCOSX wB97M-V def2-TZVPD def2/J DEFGRID3
* xyz 2 1
Be -5.46 3.43 -0.13
Be -4.14 -2.54 -1.93
O 1.93 -0.30 2.33
C 1.35 0.22 1.42
O 0.03 0.29 1.11
B -0.17 0.92 -0.19
O 1.19 1.48 -0.56
C 2.12 1.01 0.33
O 3.38 1.14 0.26
O -1.20 1.90 0.06
C -2.28 1.40 -0.51
O -3.50 1.85 -0.55
C -1.88 0.16 -1.30
O -0.67 -0.03 -1.14
O -2.66 -0.58 -1.92
As -5.47 -0.91 1.66
F -6.71 -0.52 2.89
F -5.63 -2.64 1.95
F -4.18 -1.30 0.39
F -5.32 0.86 1.33
F -4.26 -0.77 2.99
F -6.60 -0.95 0.24
N 3.00 -3.32 -1.06
C 3.06 -4.61 -0.59
C 3.98 -4.95 0.51
C 4.86 -3.89 0.91
C 4.82 -2.62 0.38
C 3.90 -2.40 -0.60
H 2.40 -5.26 -1.14
H 4.16 -5.93 0.92
H 5.52 -4.10 1.73
H 5.40 -1.77 0.72
H 3.77 -1.41 -1.01
N 5.16 -3.57 6.34
C 4.37 -3.34 7.39
C 3.12 -2.74 7.18
C 2.73 -2.25 5.91
C 3.65 -2.47 4.86
C 4.77 -3.30 5.08
H 4.75 -3.44 8.40
H 2.58 -2.40 8.06
H 1.90 -1.57 5.83
H 3.34 -2.17 3.87
H 5.24 -3.74 4.21
N -4.15 4.16 -2.35
C -4.03 3.51 -3.57
C -2.81 3.41 -4.19
C -1.68 4.12 -3.73
C -1.89 4.85 -2.60
C -3.06 4.95 -1.99
H -4.84 2.90 -3.96
H -2.77 2.96 -5.17
H -0.78 4.20 -4.32
H -0.98 5.30 -2.21
H -3.17 5.49 -1.06
N -3.46 -1.90 -4.65
C -3.20 -2.83 -5.64
C -2.97 -2.50 -6.97
C -3.05 -1.16 -7.39
C -3.35 -0.25 -6.41
C -3.40 -0.67 -5.10
H -3.18 -3.84 -5.25
H -2.73 -3.30 -7.65
H -3.00 -0.99 -8.45
H -3.49 0.77 -6.75
H -3.43 0.13 -4.39
C 3.73 2.67 3.88
C 2.67 2.20 4.81
O 3.40 1.42 5.75
C 4.73 1.39 5.45
O 5.57 0.68 6.01
O 4.92 2.11 4.37
H 3.87 3.75 3.89
H 3.61 2.30 2.86
H 1.85 1.71 4.28
H 2.07 3.01 5.24
C -2.78 0.70 4.62
C -1.67 -0.37 4.53
O -0.65 0.24 5.29
C -0.89 1.46 5.65
O -0.29 2.23 6.33
O -2.10 1.79 5.23
H -3.72 0.33 5.02
H -3.09 1.09 3.65
H -1.32 -0.61 3.52
H -2.01 -1.30 4.99
C 0.90 -0.22 -4.25
C 1.88 0.88 -4.23
O 1.50 1.69 -5.38
C 0.23 1.54 -5.66
O -0.49 2.14 -6.46
O -0.27 0.45 -4.86
H 0.64 -0.47 -3.22
H 1.27 -1.09 -4.79
H 2.91 0.53 -4.30
H 1.72 1.50 -3.34
C 2.24 -4.57 -5.55
C 0.77 -3.96 -5.20
C 0.61 -3.88 -3.62
C -0.69 -3.60 -3.00
N -1.71 -3.30 -2.53
H 2.82 -3.89 -6.18
H 2.33 -5.62 -5.83
H 2.78 -4.55 -4.60
H -0.01 -4.61 -5.59
H 0.69 -3.00 -5.71
H 1.35 -3.18 -3.24
H 0.99 -4.86 -3.34
C 0.21 4.60 1.91
C -0.35 4.19 3.19
C -1.87 4.57 3.59
C -2.70 4.46 2.35
N -3.48 4.34 1.50
H 0.40 5.67 1.78
H -0.44 4.23 1.12
H 1.03 3.96 1.62
H 0.35 4.42 4.00
H -0.24 3.10 3.12
H -1.99 5.55 4.05
H -2.24 4.02 4.45
*
```

Mulliken population analysis, charges in e, atoms 1 to 8: Be 1.16; Be 1.23; O -0.64; C 0.65; O -0.52; B 0.68; O -0.35; C 0.50